1.
9 unconnected molecules or ions with the total composition C46H49N5O18 in a non-equilibrium geometry. Source: the Open Molecules 2025 dataset; level of theory: the ωB97M-V functional and the def2-TZVPD basis.

Each line ends with the Mulliken charge.
Atoms and positions in Å:
O  14.08  13.50  17.27  -0.601
N  14.72  14.27  17.95  1.322
O  14.54  14.46  19.14  -0.439
C  15.76  15.06  17.28  -0.191
C  16.29  14.64  16.09  0.185
C  17.25  15.43  15.48  -0.727
C  17.56  16.66  16.01  -0.299
C  16.96  17.12  17.17  -0.607
C  16.07  16.29  17.84  0.217
H  15.90  13.78  15.57  0.174
H  17.59  15.15  14.49  0.635
H  18.30  17.28  15.53  0.321
H  17.11  18.13  17.49  0.296
H  15.58  16.68  18.71  -0.086
O  19.21  11.97  15.46  -0.592
N  18.41  11.07  15.63  0.994
O  18.64  10.04  16.23  -0.610
C  17.07  11.24  15.04  0.638
C  16.92  12.04  13.92  -0.830
C  15.64  12.28  13.46  -0.281
C  14.54  11.77  14.13  -0.555
C  14.72  10.97  15.25  -0.381
C  15.99  10.71  15.71  -0.718
H  17.74  12.50  13.38  0.453
H  15.48  12.84  12.55  0.535
H  13.52  11.93  13.80  0.431
H  13.88  10.57  15.80  0.406
H  16.16  10.07  16.56  0.558
O  18.76  22.21  16.77  -0.545
N  18.58  21.16  17.36  0.915
O  18.22  20.13  16.82  -0.532
C  18.88  21.11  18.78  0.502
C  18.19  20.23  19.58  -0.162
C  18.49  20.15  20.93  -0.643
C  19.56  20.90  21.44  -0.416
C  20.22  21.81  20.63  -0.617
C  19.94  21.85  19.27  -0.391
H  17.42  19.59  19.17  0.223
H  17.95  19.51  21.60  0.433
H  19.79  20.82  22.49  0.373
H  20.97  22.49  21.02  0.388
H  20.45  22.55  18.62  0.421
O  12.73  15.06  9.84  -0.614
N  13.69  14.98  10.59  1.022
O  14.23  13.94  10.92  -0.624
C  14.25  16.24  11.08  -0.177
C  13.63  17.42  10.74  -0.406
C  14.22  18.63  11.10  -0.380
C  15.42  18.65  11.78  -0.927
C  16.02  17.44  12.15  0.022
C  15.43  16.24  11.80  -0.013
H  12.69  17.51  10.22  0.452
H  13.77  19.55  10.77  0.380
H  15.96  19.55  12.04  0.476
H  17.01  17.43  12.58  0.425
H  15.91  15.29  12.05  0.333
O  15.21  16.13  21.44  -0.596
N  16.41  16.03  21.23  0.996
O  17.09  16.90  20.71  -0.543
C  17.02  14.74  21.49  0.216
C  18.38  14.65  21.70  -0.549
C  18.93  13.39  21.93  -0.399
C  18.12  12.26  22.00  -0.634
C  16.75  12.40  21.80  -0.492
C  16.19  13.63  21.56  -0.121
H  19.01  15.52  21.63  0.439
H  20.00  13.28  22.04  0.387
H  18.58  11.29  22.12  0.406
H  16.09  11.54  21.84  0.389
H  15.12  13.71  21.47  0.463
O  18.35  14.65  12.24  -0.523
C  18.91  15.52  11.63  0.231
C  19.37  15.49  10.20  -0.572
C  19.91  16.89  9.93  -0.778
C  20.10  17.49  11.33  -0.193
O  19.32  16.67  12.22  0.040
H  20.19  14.78  10.13  0.323
H  18.59  15.12  9.54  0.325
H  20.88  16.82  9.43  0.330
H  19.36  17.56  9.27  0.308
H  21.14  17.48  11.67  0.341
H  19.73  18.51  11.39  0.169
O  19.34  20.36  12.88  -0.579
C  20.05  20.25  13.84  0.391
C  20.32  18.97  14.60  0.622
C  21.32  19.38  15.69  -0.536
C  21.53  20.89  15.46  -0.349
O  20.70  21.30  14.38  -0.406
H  19.34  18.76  15.00  -0.912
H  20.72  18.20  13.95  0.563
H  20.89  19.15  16.66  0.148
H  22.26  18.84  15.59  0.375
H  21.43  21.49  16.36  0.157
H  22.56  21.04  15.12  0.344
O  14.58  10.52  19.98  -0.598
C  13.53  10.98  19.63  0.650
C  12.80  12.18  20.20  0.741
C  11.76  12.48  19.12  0.110
C  11.55  11.11  18.50  -0.718
O  12.80  10.42  18.64  -0.405
H  12.37  11.79  21.12  0.496
H  13.45  13.03  20.36  -1.131
H  10.84  12.91  19.51  0.428
H  12.22  13.14  18.39  -0.122
H  10.77  10.50  18.98  0.289
H  11.27  11.18  17.45  0.349
O  10.27  15.05  20.87  -0.606
C  10.87  15.91  20.30  0.405
C  10.35  17.21  19.72  -0.482
C  11.58  17.85  19.07  -0.656
C  12.74  17.10  19.73  0.259
O  12.20  15.82  20.08  -0.121
H  9.63  16.95  18.95  0.243
H  9.82  17.77  20.50  0.316
H  11.55  17.66  18.00  0.304
H  11.64  18.92  19.22  0.388
H  13.61  16.94  19.11  -0.409
H  13.04  17.60  20.65  0.322

Frontier orbital gap   8.81 eV
Multiplicity   1
Calculated total energy   -3409.9650 hartree

2.
A molecular structure, C46H49N6O4PtSTe in a non-equilibrium geometry. Source: the Open Molecules 2025 dataset; level of theory: the ωB97M-V functional and the def2-TZVPD basis.

Each line ends with the Mulliken charge.
Atoms and positions in Å:
Pt  -1.00  -0.16  -0.87  3.766
C  2.22  2.09  4.94  -1.709
C  1.65  1.31  3.80  -0.132
C  2.37  0.25  3.22  -0.342
C  1.87  -0.48  2.17  0.902
C  2.70  -1.54  1.47  0.306
O  2.20  -2.43  0.82  -0.584
C  4.18  -1.46  1.65  0.548
C  4.87  -0.25  1.61  -0.214
C  6.25  -0.24  1.79  -0.974
C  6.93  -1.42  2.03  -0.531
C  6.25  -2.63  2.05  -0.757
C  4.88  -2.65  1.85  -0.400
C  0.50  -0.25  1.72  -0.620
O  -0.04  -1.05  0.90  -0.438
C  -0.21  0.89  2.28  0.099
C  0.41  1.64  3.26  -0.815
C  -1.60  1.16  1.90  1.161
N  -2.18  0.46  0.97  0.738
C  -3.62  0.44  0.83  -1.745
C  -4.29  -0.30  2.01  -1.161
Te  -3.84  -2.41  2.03  0.712
C  -2.02  -2.35  3.09  0.449
C  -0.95  -3.11  2.63  -0.340
C  0.22  -3.16  3.39  -0.295
C  0.29  -2.47  4.59  -0.654
C  -0.79  -1.72  5.05  -0.761
C  -1.95  -1.66  4.30  -0.212
C  -2.33  2.26  2.60  -0.916
C  -2.72  3.36  1.84  -0.551
C  -3.33  4.45  2.45  -0.810
C  -3.58  4.43  3.81  -0.756
C  -3.21  3.33  4.57  -0.937
C  -2.57  2.26  3.97  0.163
H  3.21  1.73  5.20  0.407
H  1.58  2.01  5.82  0.326
H  2.29  3.15  4.69  0.386
H  3.34  0.00  3.62  0.688
H  4.35  0.67  1.40  0.572
H  6.78  0.70  1.75  0.456
H  8.00  -1.40  2.21  0.441
H  6.78  -3.55  2.22  0.449
H  4.33  -3.59  1.87  0.446
H  -0.10  2.51  3.67  0.753
H  -3.87  -0.09  -0.08  0.660
H  -4.04  1.45  0.79  0.948
H  -5.37  -0.26  1.90  0.637
H  -4.01  0.13  2.96  0.310
H  -1.02  -3.67  1.71  0.457
H  1.05  -3.76  3.05  0.467
H  1.18  -2.55  5.20  0.448
H  -0.73  -1.21  6.00  0.488
H  -2.81  -1.13  4.68  0.460
H  -2.51  3.39  0.77  0.611
H  -3.59  5.31  1.85  0.482
H  -4.06  5.28  4.28  0.445
H  -3.40  3.32  5.63  0.483
H  -2.26  1.41  4.57  0.525
O  -2.47  -2.31  0.35  0.006
C  -2.21  -3.40  -0.53  -1.127
C  -2.15  -2.99  -1.99  0.620
C  -2.47  -3.95  -2.95  -1.174
C  -2.43  -3.63  -4.29  -0.601
C  -2.05  -2.35  -4.65  -1.043
C  -1.74  -1.44  -3.66  -0.046
N  -1.78  -1.75  -2.35  0.056
H  -1.68  -2.08  0.88  -0.500
H  -3.02  -4.12  -0.41  0.547
H  -1.27  -3.90  -0.26  0.529
H  -2.78  -4.94  -2.62  0.537
H  -2.68  -4.37  -5.04  0.481
H  -2.02  -2.05  -5.69  0.542
H  -1.44  -0.44  -3.91  0.261
C  1.49  -2.60  -2.60  -0.616
N  2.08  -1.40  -3.17  0.507
C  2.55  -1.54  -4.54  -1.171
C  2.06  -0.24  -2.47  -0.316
O  1.21  -0.05  -1.55  -0.325
N  2.96  0.73  -2.76  0.278
C  2.81  2.04  -2.15  -0.976
C  4.28  0.47  -3.31  -1.273
H  2.22  -3.41  -2.65  0.467
H  0.60  -2.90  -3.16  0.246
H  1.23  -2.42  -1.56  -0.271
H  1.77  -2.04  -5.12  0.373
H  3.45  -2.16  -4.60  0.327
H  2.75  -0.58  -4.99  0.338
H  1.80  2.17  -1.77  0.231
H  3.03  2.81  -2.89  0.380
H  3.51  2.16  -1.32  0.326
H  4.53  -0.59  -3.25  0.424
H  5.02  1.01  -2.71  0.391
H  4.37  0.81  -4.34  0.344
N  -2.42  4.04  -6.50  -0.347
C  -2.94  4.16  -5.28  0.159
S  -4.02  5.34  -4.88  -0.297
C  -2.47  3.22  -4.22  0.889
C  -3.30  2.91  -3.15  -0.843
C  -2.84  2.04  -2.17  -0.425
N  -1.63  1.49  -2.20  -0.093
C  -0.82  1.80  -3.22  -0.726
C  -1.20  2.65  -4.24  -1.351
H  -2.71  4.68  -7.22  0.228
H  -1.79  3.29  -6.76  0.180
H  -4.28  3.34  -3.07  0.456
H  -3.48  1.80  -1.33  0.225
H  0.17  1.35  -3.21  1.099
H  -0.48  2.89  -5.02  0.539

Frontier orbital gap (alpha / beta)   3.09 / 3.07 eV
Multiplicity   1
Charge   +3
Calculated total energy   -3196.2750 hartree
ΔE to the lowest compared entry with this formula, charge and spin   52.7 kcal per mole